#i
Below is the molecule C21H28N4O3, with properties calculated with ωB97M-V/def2-TZVPD.

Element x y z (Å)
C  3.877  0.406  -3.400
H  -0.658  1.778  3.765
O  0.042  0.458  -1.762
C  -4.163  -0.629  2.179
O  2.070  -1.643  -4.368
H  -0.032  3.960  2.734
C  1.659  2.805  -0.039
C  -0.319  -0.790  0.771
H  -4.670  0.320  2.257
H  -1.362  3.118  4.670
H  -0.844  3.607  0.432
C  -2.823  -0.646  1.746
O  2.165  -0.266  -1.902
C  2.378  0.401  -3.154
C  -4.095  -3.031  2.433
H  4.393  0.852  -2.555
N  -0.933  -1.903  1.053
H  -2.263  -4.013  1.901
N  -0.302  1.704  1.038
C  1.395  -2.381  -5.352
H  3.637  3.022  0.799
H  -2.160  2.575  1.030
C  1.615  -0.316  -4.273
H  1.366  2.408  2.057
H  1.981  1.422  -3.072
C  -2.155  -1.890  1.621
H  4.217  -0.617  -3.526
N  -2.170  0.496  1.496
C  -0.900  0.489  1.115
H  1.536  -1.939  -6.346
C  -4.775  -1.805  2.519
C  1.123  1.929  1.100
C  2.151  -1.037  0.656
H  4.100  0.975  -4.298
N  3.122  -1.058  1.261
H  1.786  0.223  -5.218
H  -4.607  -3.938  2.718
C  -2.803  -3.082  1.985
H  0.319  -2.435  -5.141
C  -1.375  2.595  3.716
C  3.176  2.694  -0.130
C  -1.033  3.551  2.581
H  1.199  2.495  -0.978
C  0.970  -0.178  -1.341
H  0.798  -2.084  -0.445
C  -1.131  2.886  1.203
H  -5.798  -1.797  2.867
H  1.644  0.976  1.094
C  0.915  -1.049  -0.085
H  3.477  1.664  -0.309
H  -1.731  4.390  2.588
H  1.388  3.848  0.133
H  -2.362  2.167  3.563
H  3.556  3.314  -0.939
H  1.820  -3.382  -5.334
H  0.536  -0.294  -4.058

Results
Net charge = 0
Gap between HOMO and LUMO = 7.93 eV
SMILES = CCCN(CCC)c1nc2ccccc2nc1[C@H](C#N)C(=O)O[C@@H](C)COC
E_LUMO = 0.05 eV

***

#ii
Below is the molecule C21H28N4O3, with properties calculated with ωB97M-V/def2-TZVPD.

Element x y z (Å)
H  2.590  -2.641  0.133
H  -1.160  -3.542  -0.252
C  -2.056  -1.272  -2.576
H  2.808  -0.638  2.449
C  4.573  0.927  0.440
C  1.954  0.272  -2.062
C  -1.483  -2.399  -2.019
C  -1.612  -2.653  -0.663
N  1.938  -0.842  -1.351
C  -2.887  -0.620  -0.406
C  -0.246  1.235  0.740
C  2.236  -1.345  1.845
C  1.020  0.492  -3.197
H  -2.349  -3.095  3.130
C  3.521  0.486  -0.507
H  0.570  -0.454  -3.485
C  -2.039  -3.147  2.087
C  0.953  0.685  1.493
H  -1.417  1.839  2.456
C  -2.575  2.588  0.023
H  -2.499  -4.022  1.617
H  4.108  1.272  1.365
H  -0.412  0.612  -0.146
H  -0.929  -3.091  -2.634
C  2.939  1.145  -1.568
H  0.430  -1.157  0.810
N  2.899  -0.715  -0.425
H  -1.367  4.302  -0.342
H  -3.943  -0.044  1.380
C  -2.748  -0.388  -1.765
H  -0.949  -3.238  2.043
H  3.189  2.118  -1.939
O  1.746  1.371  2.103
H  -1.642  0.138  2.016
C  -3.572  0.409  0.458
H  -1.554  3.876  1.359
C  -0.057  2.697  0.325
H  5.263  0.119  0.675
C  3.021  -1.737  0.573
H  2.020  -2.235  2.442
N  1.012  -0.674  1.481
O  -3.402  2.865  -0.823
C  -2.315  -1.774  0.151
H  4.070  -1.917  0.816
H  0.657  3.164  1.006
N  -2.646  1.477  0.799
H  1.550  0.918  -4.046
H  -1.968  -1.079  -3.634
H  -4.396  0.872  -0.090
H  5.130  1.755  0.009
H  -3.187  0.507  -2.182
O  -2.485  -1.950  1.501
C  -1.387  3.469  0.360
H  0.225  1.181  -2.911
H  0.369  2.734  -0.678
C  -1.506  1.142  1.616

Results
Net charge = 0
Gap between HOMO and LUMO = 9.24 eV
SMILES = COc1ccccc1CN1C[C@H](C(=O)NCCn2nc(C)cc2C)CCC1=O
E_LUMO = 0.55 eV

***

Question: which arrangement is favored energetically? Ranking from most to least stable: #ii, #i.

***

#i
Below is a cluster of 2 separate species, CH7N3O in total, with properties calculated with ωB97M-V/def2-TZVPD.

Element x y z (Å)
H  -2.888  -0.773  1.414
N  1.769  0.836  -0.331
H  1.139  -0.477  1.615
H  -0.818  -0.850  -1.090
N  0.075  -0.446  -1.337
H  -1.554  -0.232  0.889
H  0.029  0.275  -2.044
H  1.988  1.297  0.542
C  0.771  -0.132  -0.190
N  0.419  -0.670  0.925
H  1.559  1.522  -1.040
O  -2.489  -0.348  0.649

Results
Net charge = 0
Gap between HOMO and LUMO = 10.10 eV
SMILES = N=C(N)N.O
E_LUMO = 0.73 eV

***

#ii
Below is a cluster of 2 separate species, CH7N3O in total, with properties calculated with ωB97M-V/def2-TZVPD.

Element x y z (Å)
O  1.470  0.027  0.023
H  0.650  0.597  -0.169
H  -1.757  -1.935  0.580
H  -1.739  1.949  -0.240
N  2.005  -0.279  -1.272
H  -0.873  1.512  1.144
H  -0.428  -0.832  1.454
N  -1.780  -0.003  0.097
N  -1.191  1.235  0.218
H  1.969  -1.294  -1.372
C  -1.324  -0.967  0.768
H  2.998  -0.010  -1.230

Results
Net charge = 0
Gap between HOMO and LUMO = 10.33 eV
SMILES = C=NN.NO
E_LUMO = 1.07 eV

***

Question: which arrangement is favored energetically? Ranking from most to least stable: #i, #ii.

***

#i
Below is the ion CH3FNO2S with charge -1, with properties calculated with ωB97M-V/def2-TZVPD.

Element x y z (Å)
S  -0.280  -1.234  0.188
O  0.349  -2.451  -0.285
C  -1.327  -0.215  -0.784
H  0.623  0.629  0.622
O  -0.946  -1.449  1.472
H  -2.169  -0.693  -1.249
H  1.227  0.061  -0.682
N  1.160  -0.134  0.297
F  -0.303  -0.085  -1.915

Results
Net charge = -1
Gap between HOMO and LUMO = 7.82 eV
SMILES = N[S@@](=O)([O-])=CF
E_LUMO = 4.20 eV

***

#ii
Below is a cluster of 2 separate species, CH3FNO2S in total, with properties calculated with ωB97M-V/def2-TZVPD.

Element x y z (Å)
O  0.860  -0.994  -1.136
O  0.304  -1.713  1.111
N  -1.922  -0.023  -0.575
H  -1.363  0.561  -1.219
C  1.258  0.751  0.904
H  0.929  1.221  1.804
H  -2.057  -0.856  -1.103
F  1.569  1.703  0.027
S  0.423  -0.651  0.187

Results
Net charge = -1
Gap between HOMO and LUMO (alpha / beta) = 7.18 / 7.18 eV
E_LUMO (alpha / beta) = 4.03 / 4.03 eV

***

Question: which arrangement is favored energetically? Ranking from most to least stable: #i, #ii.

***

#i
Below is the ion C7H14NO with charge +1, with properties calculated with ωB97M-V/def2-TZVPD.

Element x y z (Å)
H  -0.848  3.810  -0.355
N  -0.262  -1.237  1.718
H  0.000  -2.197  1.491
H  -1.521  -0.603  -1.554
H  -1.020  -1.412  -3.032
H  2.256  -1.069  1.706
C  1.932  -0.046  1.561
H  0.978  -0.013  -2.317
C  -0.805  1.785  0.065
C  -0.738  -1.295  -1.908
H  -1.293  -1.135  1.764
H  -2.226  3.235  0.728
C  -0.091  0.839  0.289
H  2.691  0.391  0.933
H  1.280  -1.726  -2.155
C  -1.601  3.043  -0.131
C  0.681  -0.906  -1.733
H  1.602  0.361  2.483
H  -0.721  -2.274  -1.364
C  0.702  -0.315  0.627
H  -2.175  2.801  -0.992
O  1.051  -1.028  -0.393
H  0.129  -1.008  2.571

Results
Net charge = +1
Gap between HOMO and LUMO = 10.84 eV
SMILES = CC#C[C@@](C)([NH3+])OCC
E_LUMO = -3.06 eV

***

#ii
Below is a cluster of 2 separate species, C7H14NO in total, with properties calculated with ωB97M-V/def2-TZVPD.

Element x y z (Å)
H  -0.338  -1.431  -2.529
C  1.512  0.550  1.198
H  3.648  -0.275  0.989
H  -0.283  0.187  -2.973
H  -3.678  0.312  -2.463
H  1.962  -0.882  2.859
C  3.001  0.723  0.987
H  0.876  1.336  1.100
H  -1.704  -0.072  0.746
H  -3.987  -0.893  -1.240
H  3.310  1.324  1.874
C  -1.066  -0.555  -2.737
C  -3.260  0.004  -1.464
H  0.208  -0.256  2.790
C  -1.786  -0.311  -1.417
C  -1.354  -0.292  -0.145
C  1.217  0.027  2.727
H  1.489  0.612  3.615
N  0.850  -0.398  0.390
H  -1.688  -0.536  -3.584
O  1.447  -1.294  -0.108
H  -3.614  0.633  -0.761
H  3.239  1.486  0.146

Results
Net charge = +1
Gap between HOMO and LUMO (alpha / beta) = 9.13 / 9.13 eV
E_LUMO (alpha / beta) = -5.32 / -5.32 eV

***

Question: which arrangement is favored energetically? Ranking from most to least stable: #i, #ii.